[1]
{"formula": "CH3NO2S2", "method": "ωB97M-V/def2-TZVPD", "species": ["C", "N", "O", "O", "S", "S", "H", "H", "H"], "xyz": [[-0.25694, 0.32360, 0.83984], [0.88572, -0.35197, -0.70688], [0.92153, 0.87540, -1.39499], [0.00837, -1.16818, -1.37511], [0.12905, 1.69908, 1.55137], [-1.61464, -0.60741, 1.17095], [1.49333, 1.53552, -0.91575], [0.46876, -2.11577, -1.46762], [-2.03517, -0.19027, 2.29821]], "forces_ev_per_a": [[1.32, 0.32, -0.71], [-1.09, 1.67, 2.97], [0.04, -0.22, -0.66], [1.04, -2.11, -0.88], [0.62, -0.06, -0.39], [0.06, -2.58, -2.70], [-0.63, -1.52, 0.00], [-1.07, 3.23, 0.50], [-0.29, 1.26, 1.88]], "e_homo_ev": [-8.34, -8.34], "multiplicity": 1, "fmax_ev_per_a": 3.739, "charge": 0, "relative_energy_kcal_mol": 115.5, "homo_lumo_gap_ev": [8.15, 8.15]}



[2]
{"formula": "CH3NO3", "method": "ωB97M-V/def2-TZVPD", "species": ["C", "N", "O", "O", "O", "H", "H", "H"], "xyz": [[0.70395, -0.36667, -0.78066], [-0.25902, -0.12626, 0.22012], [0.54824, -0.28580, -1.94672], [-1.51092, 0.29876, -0.09232], [0.16773, 0.32102, 1.46241], [1.77476, -0.73973, -0.46660], [-1.33144, 1.15750, -0.59637], [-0.09328, -0.25881, 2.20013]], "forces_ev_per_a": [[2.37, -0.58, 2.29], [0.88, -1.72, 0.65], [-1.45, 0.45, -1.87], [0.71, 1.98, -1.46], [0.72, 0.75, -0.20], [-2.09, 0.77, 0.74], [-0.84, -1.28, 0.79], [-0.30, -0.37, -0.93]], "e_homo_ev": -9.94, "multiplicity": 1, "fmax_ev_per_a": 3.349, "charge": 0, "relative_energy_kcal_mol": 56.7, "smiles": "O=CN(O)O", "homo_lumo_gap_ev": 10.51}



[3]
{"formula": "CH3NO3", "method": "ωB97M-V/def2-TZVPD", "species": ["C", "N", "O", "O", "O", "H", "H", "H"], "xyz": [[1.20808, 0.27690, -0.09134], [1.62278, 1.25515, -0.61260], [-1.60974, -0.24149, -0.02303], [0.96858, -1.72078, 1.35976], [0.93485, -0.40930, 0.87807], [-2.04441, -0.43542, 0.81106], [1.10430, 1.89218, -1.28884], [-2.18445, -0.61724, -1.03308]], "forces_ev_per_a": [[-0.90, -2.30, 3.46], [-0.48, 2.54, -2.73], [-1.68, -0.94, -5.46], [0.14, -1.17, -0.31], [0.34, 2.32, -1.42], [-0.72, -0.57, -0.41], [1.01, -1.47, 1.20], [2.28, 1.58, 5.68]], "e_homo_ev": -9.00, "multiplicity": 1, "fmax_ev_per_a": 6.324, "charge": 0, "relative_energy_kcal_mol": 143.5, "homo_lumo_gap_ev": 8.97}



[4]
{"formula": "CH3NO3S", "method": "ωB97M-V/def2-TZVPD", "species": ["C", "N", "O", "O", "O", "S", "H", "H", "H"], "xyz": [[-0.77078, -0.22219, 0.56113], [-1.88288, 0.44888, -0.03566], [-2.47295, 1.23429, 0.67793], [-2.26524, 0.06434, -1.14957], [-0.29361, -1.24588, -0.13352], [0.67026, 1.94165, -0.20343], [-0.46040, -0.26938, 1.53443], [-0.71228, -1.33113, -1.13353], [0.99701, 1.04250, -1.16088]], "forces_ev_per_a": [[2.54, -0.13, -5.14], [-2.03, -0.12, 0.40], [0.12, 0.09, -0.25], [0.94, 0.28, 0.78], [-1.49, -0.05, -2.38], [-0.97, -2.00, 0.41], [-0.14, 0.67, 2.55], [0.96, 0.93, 3.48], [0.07, 0.34, 0.16]], "e_homo_ev": [-9.39, -9.26], "multiplicity": 1, "fmax_ev_per_a": 5.740, "charge": 0, "relative_energy_kcal_mol": 130.8, "homo_lumo_gap_ev": [7.09, 6.83]}



[5]
{"formula": "CH3NO3S", "method": "ωB97M-V/def2-TZVPD", "species": ["C", "N", "O", "O", "O", "S", "H", "H", "H"], "xyz": [[0.90604, 0.27850, 1.22697], [0.30836, 0.82888, 0.07811], [0.97137, -0.95171, 1.42548], [-1.24840, 0.27176, -1.51847], [0.42148, -1.45979, -1.37841], [-0.31246, -0.53753, -0.58470], [1.24261, 1.19955, 1.70250], [-0.87289, 1.46977, -1.02953], [-1.41610, -1.09942, 0.07806]], "forces_ev_per_a": [[-0.21, 0.54, -1.67], [0.13, -3.47, 1.62], [-0.17, 2.63, 0.18], [0.27, 4.48, 0.62], [0.34, -0.40, 0.76], [-1.95, 1.38, -2.02], [0.84, -0.75, 1.67], [-0.92, -4.48, -1.45], [1.66, 0.07, 0.28]], "e_homo_ev": -10.82, "multiplicity": 1, "fmax_ev_per_a": 4.800, "charge": 0, "relative_energy_kcal_mol": 98.0, "homo_lumo_gap_ev": 10.92}



[6]
{"formula": "CH3NO3S", "method": "ωB97M-V/def2-TZVPD", "species": ["C", "N", "O", "O", "O", "S", "H", "H", "H"], "xyz": [[-0.16307, 0.37475, 0.07848], [-0.91931, -0.47524, -0.41609], [-2.76397, 1.35658, 0.37263], [-3.17214, -1.02679, 0.58569], [1.07254, 0.45199, 0.39482], [-2.96146, 0.10216, -0.29430], [-0.67957, 1.59449, 0.18675], [-0.50502, -1.40911, -0.66743], [1.72025, -0.38209, 0.51402]], "forces_ev_per_a": [[-2.42, 5.40, -0.30], [1.24, -2.12, -1.01], [0.12, 0.87, 0.14], [-0.66, 0.12, -0.21], [4.65, -2.20, 1.39], [-0.86, -1.34, 0.28], [1.46, -3.97, -0.06], [-0.81, 1.04, 0.49], [-2.72, 2.20, -0.73]], "e_homo_ev": -9.86, "multiplicity": 1, "fmax_ev_per_a": 5.921, "charge": 0, "relative_energy_kcal_mol": 44.6, "homo_lumo_gap_ev": 9.77}



[7]
{"formula": "CH3NO4P", "method": "ωB97M-V/def2-TZVPD", "species": ["C", "N", "O", "O", "O", "O", "P", "H", "H", "H"], "xyz": [[-1.66629, 0.09695, -0.00038], [-0.45665, 0.81514, 0.03121], [-2.66525, 0.57234, -0.49737], [-1.36943, -1.08435, 0.38721], [1.00268, -1.28051, -0.63821], [2.01888, 0.73216, 0.26318], [0.65767, -0.35370, 0.61260], [-0.33288, 1.88420, -0.06983], [0.06507, -1.57823, -0.76019], [2.74621, 0.19600, 0.67180]], "forces_ev_per_a": [[1.16, 1.20, -1.20], [0.67, 2.18, 0.29], [-1.43, 0.06, 0.25], [-0.49, -1.13, 0.17], [-1.25, -1.25, -1.36], [0.40, -1.41, 1.11], [1.31, 2.75, 1.74], [-0.38, -2.84, 0.14], [0.68, -0.58, -0.56], [-0.68, 1.04, -0.58]], "e_homo_ev": -4.05, "multiplicity": 1, "fmax_ev_per_a": 3.507, "charge": -1, "relative_energy_kcal_mol": 9.8, "homo_lumo_gap_ev": 8.22}



[8]
{"formula": "CH3NO4P", "method": "ωB97M-V/def2-TZVPD", "species": ["C", "N", "O", "O", "O", "O", "P", "H", "H", "H"], "xyz": [[-2.07731, -0.02835, -0.07286], [-0.07280, 0.08715, -1.04386], [-2.73467, -0.40402, -0.97901], [-1.90000, 0.34481, 1.04341], [1.26112, 1.57815, 0.40822], [1.56210, -1.07068, 0.85747], [1.40776, 0.17882, -0.42159], [-0.21840, -0.89545, -1.43938], [0.31764, 1.77266, 0.68850], [2.45456, -1.56309, 0.95910]], "forces_ev_per_a": [[0.14, 0.51, 0.69], [-1.45, -2.38, -0.23], [0.38, -0.03, 0.18], [-0.04, -0.26, -0.92], [-1.25, 0.69, 1.05], [1.17, -0.61, 0.08], [1.47, -0.87, 0.03], [0.38, 1.79, 0.38], [1.33, -0.61, -0.52], [-2.15, 1.76, -0.74]], "e_homo_ev": -3.20, "multiplicity": 1, "fmax_ev_per_a": 2.871, "charge": -1, "relative_energy_kcal_mol": 27.4, "homo_lumo_gap_ev": 7.17}



[9]
{"formula": "CH3NO4S", "method": "ωB97M-V/def2-TZVPD", "species": ["C", "N", "O", "O", "O", "O", "S", "H", "H", "H"], "xyz": [[1.24463, 0.12182, 0.05933], [-0.09193, -1.78610, -0.12867], [-1.03899, -2.37875, 0.25487], [-1.02430, 2.10011, 0.49576], [-1.93528, 0.64494, -1.23173], [0.13997, -0.59801, 0.57719], [-1.84318, 0.96270, 0.16659], [2.14666, -0.12602, 0.62450], [1.01047, 1.17827, 0.17695], [1.39194, -0.11896, -0.99480]], "forces_ev_per_a": [[0.77, 0.06, -0.28], [-0.68, -1.16, -0.22], [1.29, 1.32, -0.11], [-0.34, -0.30, 0.17], [-0.10, -0.13, 0.38], [-0.83, -0.46, 0.61], [-0.01, 0.69, -0.52], [-0.13, 0.02, -0.04], [0.06, -0.08, -0.05], [-0.04, 0.04, 0.07]], "e_homo_ev": -10.90, "multiplicity": 1, "fmax_ev_per_a": 1.853, "charge": 0, "relative_energy_kcal_mol": 25.2, "homo_lumo_gap_ev": 9.99}



[10]
{"formula": "CH3NO5", "method": "ωB97M-V/def2-TZVPD", "species": ["C", "N", "O", "O", "O", "O", "O", "H", "H", "H"], "xyz": [[0.24101, -0.02755, -0.07121], [1.71394, 0.08422, -0.08097], [2.38685, -0.43769, 0.76178], [2.12393, 0.67192, -1.06041], [-0.20313, 1.02597, -0.79632], [0.10451, -1.30355, -0.70716], [-0.33475, -0.01052, 1.21695], [0.63388, 1.28732, -1.32661], [-0.69664, -1.85072, -0.40142], [-0.81361, 0.85844, 1.27440]], "forces_ev_per_a": [[-3.27, -1.32, 0.53], [1.87, -0.41, 0.71], [-0.23, 0.05, 0.05], [1.22, 0.46, -0.53], [0.67, 0.25, -0.62], [-1.44, -0.10, 1.09], [0.30, 0.76, -1.36], [-1.51, -0.31, 0.52], [1.70, 1.72, -0.30], [0.68, -1.10, -0.09]], "e_homo_ev": -11.80, "multiplicity": 1, "fmax_ev_per_a": 3.569, "charge": 0, "relative_energy_kcal_mol": 22.7, "smiles": "O=[N+]([O-])C(O)(O)O", "homo_lumo_gap_ev": 11.48}